Model one:
An isolated molecule of C4H13N3. Source: the Open Molecules 2025 dataset; level of theory: wB97M-V/def2-TZVPD.

As for the lowest unoccupied orbital energy: 1.047 eV. Its net charge is 0. The value obtained for the molar mass is 103.2 g/mol. As for the structure (SMILES): CC(C)NNCN.

XYZ file:
```
20
Properties=species:S:1:pos:R:3:nbo_charge:R:1
C 1.33429 -1.03505 0.69148 -0.63
C 0.96407 0.40512 0.32402 -0.06
C 2.20479 1.25822 0.07513 -0.61
N 0.11819 0.51121 -0.87597 -0.48
N -1.05956 -0.33693 -0.76317 -0.51
C -2.28306 0.31016 -0.04842 -0.06
N -2.82322 -0.89867 0.48149 -0.89
H 1.89247 -1.50331 -0.12268 0.20
H 1.96301 -1.04795 1.58134 0.21
H 0.44006 -1.62641 0.88373 0.22
H 0.39367 0.84498 1.14750 0.19
H 2.82575 1.29379 0.96850 0.21
H 1.92288 2.27310 -0.19909 0.22
H 2.80497 0.83903 -0.73442 0.20
H 0.64922 0.17832 -1.67829 0.34
H -1.34337 -0.55636 -1.71532 0.36
H -1.84714 0.93516 0.73572 0.18
H -2.93258 0.84566 -0.75098 0.18
H -1.71973 -1.39848 0.15952 0.39
H -3.50472 -1.29160 -0.16011 0.34
```

***

Model two:
An isolated molecule of C4H13N3. Source: the Open Molecules 2025 dataset; level of theory: wB97M-V/def2-TZVPD.

As for the lowest unoccupied orbital energy: 1.005 eV. Its net charge is 0. The value obtained for the molar mass is 103.2 g/mol. As for the structure (SMILES): C[C@H](CN)NCN.

XYZ file:
```
20
Properties=species:S:1:pos:R:3:nbo_charge:R:1
C 0.68638 -1.62564 0.23353 -0.64
C 0.48648 -0.14742 -0.05374 -0.06
C 1.71742 0.69086 0.34799 -0.22
N 2.98649 0.11968 -0.16036 -0.84
N -0.84240 0.38444 0.31257 -0.64
C -1.90096 0.05118 -0.63998 -0.05
N -3.16520 0.69172 -0.23187 -0.81
H 1.50813 -2.13123 -0.26408 0.23
H 0.91528 -1.72456 1.31486 0.19
H -0.31586 -2.03803 0.10189 0.21
H 0.37058 0.05426 -1.13339 0.19
H 1.90049 0.75137 1.42779 0.17
H 1.60825 1.66482 -0.12129 0.20
H 3.67574 0.84302 -0.06025 0.36
H 3.27256 -0.66429 0.40706 0.35
H -1.19207 0.08174 1.21946 0.34
H -2.07315 -1.00720 -0.80698 0.16
H -1.63128 0.54300 -1.59657 0.17
H -2.82170 1.57836 0.13894 0.36
H -3.49845 0.13090 0.55079 0.34
```

***

model two is preferred energetically. Next in line: 0.0678 hartree higher.

***

Model one:
An isolated molecule of C4H13N3. Source: the Open Molecules 2025 dataset; level of theory: wB97M-V/def2-TZVPD.

As for the lowest unoccupied orbital energy: 1.106 eV. Its net charge is 0. The value obtained for the molar mass is 103.2 g/mol. As for the structure (SMILES): C[C@H](CN)NCN.

XYZ file:
```
20
Properties=species:S:1:pos:R:3:nbo_charge:R:1
C -1.14560 -0.31237 1.34957 -0.63
C -0.56415 -0.13104 -0.06220 -0.06
C -0.75969 -1.38022 -0.91954 -0.21
N -2.19255 -1.71772 -1.05680 -0.85
N 0.86595 0.19909 -0.08297 -0.64
C 1.19972 1.52117 0.46559 -0.05
N 2.57315 1.89832 0.26145 -0.83
H -2.21565 -0.47765 1.27007 0.23
H -0.71467 -1.17132 1.86717 0.20
H -0.98314 0.58121 1.95491 0.20
H -1.10640 0.70312 -0.51822 0.18
H -0.23326 -2.24919 -0.52985 0.18
H -0.33007 -1.14360 -1.90154 0.18
H -2.66674 -1.03586 -1.63676 0.35
H -2.29608 -2.63562 -1.47115 0.36
H 1.36135 -0.51206 0.45800 0.34
H 0.93850 1.60251 1.52660 0.16
H 0.56375 2.23877 -0.06642 0.17
H 3.19919 1.40383 0.87726 0.35
H 2.82631 1.73533 -0.71145 0.36
```

***

Model two:
An isolated molecule of C4H13N3. Source: the Open Molecules 2025 dataset; level of theory: wB97M-V/def2-TZVPD.

As for the lowest unoccupied orbital energy: 1.062 eV. Its net charge is 0. The value obtained for the molar mass is 103.2 g/mol. As for the structure (SMILES): CNCCNCN.

XYZ file:
```
20
Properties=species:S:1:pos:R:3:nbo_charge:R:1
C 0.52830 -2.59108 -1.65599 -0.43
N 0.16864 -1.17856 -1.13776 -0.69
C -0.29486 -1.38595 0.22601 -0.23
C 0.06140 -0.20299 1.19652 -0.22
N -0.49143 1.09525 1.03797 -0.66
C 0.35006 2.18835 0.51440 -0.03
N -0.33849 3.50614 0.55835 -0.85
H -0.27732 -3.32598 -1.23904 0.19
H 1.57660 -2.86641 -1.40039 0.19
H 0.65336 -2.34950 -2.76294 0.19
H -0.16283 -0.81331 -2.02824 0.39
H -1.38768 -1.49341 0.28128 0.17
H 0.17844 -2.28427 0.61580 0.20
H 1.16080 -0.11916 1.47250 0.19
H -0.37518 -0.54040 2.17095 0.17
H -1.40455 1.00075 0.59804 0.35
H 0.49838 2.09362 -0.58213 0.15
H 1.29055 2.09131 1.13514 0.18
H -0.96344 3.58869 1.35418 0.37
H -0.77075 3.58691 -0.35465 0.36
```

***

model one is preferred energetically. Next in line: 0.0820 hartree higher.

***

Model one:
An isolated molecule of C4H13N3. Source: the Open Molecules 2025 dataset; level of theory: wB97M-V/def2-TZVPD.

As for the lowest unoccupied orbital energy: 1.007 eV. Its net charge is 0. The value obtained for the molar mass is 103.2 g/mol. As for the structure (SMILES): NCC[C@H](N)CN.

XYZ file:
```
20
Properties=species:S:1:pos:R:3:nbo_charge:R:1
N -2.48485 1.22403 0.74169 -0.83
C -2.06833 0.32460 -0.30290 -0.22
C -0.87183 -0.63821 0.07991 -0.41
C 0.55345 -0.30324 -0.42618 -0.09
N 1.30181 -1.41099 -1.14266 -0.87
C 1.29985 0.17969 0.73684 -0.20
N 2.70984 0.51878 0.34635 -0.87
H -3.45474 1.53206 0.45886 0.36
H -1.82798 2.05383 0.79803 0.36
H -1.93269 0.76040 -1.27485 0.17
H -2.84818 -0.37693 -0.50135 0.19
H -0.83666 -0.83082 1.15131 0.22
H -1.05199 -1.68507 -0.36728 0.20
H 0.53720 0.60281 -1.03133 0.19
H 0.72411 -2.27488 -1.20050 0.36
H 1.65077 -1.10739 -2.05923 0.38
H 0.73719 1.14511 1.08629 0.19
H 1.38477 -0.60724 1.62913 0.17
H 3.30834 -0.29073 0.30561 0.37
H 3.16992 1.18418 0.97226 0.36
```

***

Model two:
A cluster of 2 separate species, C4H13N3 in total. Source: the Open Molecules 2025 dataset; level of theory: wB97M-V/def2-TZVPD.

As for the lowest unoccupied orbital energy: 0.914 eV. Its net charge is 0. The value obtained for the molar mass is 103.2 g/mol. As for the structure (SMILES): [H]/N=C(/C)NC.CN.

XYZ file:
```
20
Properties=species:S:1:pos:R:3:nbo_charge:R:1
H -0.88811 0.83799 1.81146 0.34
N -1.01760 -0.10254 1.45019 -0.71
C -0.81879 -0.24385 0.20484 0.49
C -1.06393 -1.59717 -0.40697 -0.68
N -0.89673 0.82310 -0.81657 -0.68
C -1.18687 2.18708 -0.43912 -0.41
H -0.35216 -1.77894 -1.21099 0.21
H -2.06630 -1.64762 -0.82871 0.23
H -0.95958 -2.36592 0.35338 0.24
H -1.27110 0.54723 -1.71235 0.39
H -0.50564 2.50421 0.35370 0.20
H -1.03357 2.84589 -1.29346 0.21
H -2.20979 2.30113 -0.05564 0.18
C 2.24844 -1.15648 0.50337 -0.41
N 1.87274 0.18372 0.07992 -0.89
H 1.56565 -1.54867 1.26692 0.17
H 3.24514 -1.12892 0.94342 0.19
H 2.23784 -1.82208 -0.35852 0.19
H 1.88963 0.83084 0.86139 0.36
H 1.21075 0.33102 -0.70627 0.40
```

***

Model three:
An isolated molecule of C4H13N3. Source: the Open Molecules 2025 dataset; level of theory: wB97M-V/def2-TZVPD.

As for the lowest unoccupied orbital energy: 1.080 eV. Its net charge is 0. The value obtained for the molar mass is 103.2 g/mol. As for the structure (SMILES): NCC[C@@H](N)CN.

XYZ file:
```
20
Properties=species:S:1:pos:R:3:nbo_charge:R:1
N 2.04427 -0.08079 -1.45380 -0.87
C 2.20871 0.20376 -0.04780 -0.21
C 0.84221 0.76010 0.56903 -0.41
C -0.38894 -0.05916 0.03848 -0.08
N -0.17410 -1.46004 0.45244 -0.84
C -1.64636 0.53693 0.60254 -0.24
N -2.91520 0.25626 -0.17142 -0.83
H 2.40624 -0.95332 -1.77714 0.38
H 2.04968 0.69108 -2.09768 0.37
H 2.41432 -0.76193 0.42115 0.18
H 2.96664 0.92307 0.28901 0.17
H 0.78380 1.83041 0.40236 0.21
H 0.89665 0.39126 1.60306 0.19
H -0.41050 -0.00940 -1.04635 0.20
H 0.57099 -1.60064 1.11616 0.35
H -1.01376 -1.79208 0.91671 0.35
H -1.64505 1.63439 0.55997 0.19
H -1.74079 0.31281 1.66530 0.18
H -2.66535 -0.19329 -1.04708 0.35
H -3.41679 -0.44094 0.36573 0.35
```

***

Model four:
A cluster of 2 separate species, C4H13N3 in total. Source: the Open Molecules 2025 dataset; level of theory: wB97M-V/def2-TZVPD.

As for the lowest unoccupied orbital energy: -2.874 eV. Its net charge is 0. The value obtained for the molar mass is 103.2 g/mol.

XYZ file:
```
20
Properties=species:S:1:pos:R:3:nbo_charge:R:1
N 1.60979 -0.20018 2.92409 -1.07
C -2.62834 -0.49950 -0.11068 -0.62
C -1.95715 -0.17677 -1.48831 -0.30
N -0.72485 0.49717 -1.67052 -0.22
C 0.50200 -0.15266 -1.18388 -0.27
C 1.41640 1.00145 -0.58416 -0.28
N 2.24870 0.51167 0.52483 -0.58
H -2.88432 0.36906 0.51188 0.22
H 2.29126 0.43896 2.65109 0.36
H -3.68722 -0.93134 -0.29763 0.22
H -2.13086 -1.29000 0.49807 0.21
H -2.14867 -1.11900 -2.10857 0.20
H -2.66604 0.43145 -1.96929 0.20
H 1.51249 -0.84862 2.05053 0.37
H 0.21543 -0.89048 -0.36063 0.21
H 1.02254 -0.56121 -1.98027 0.25
H 2.04538 1.53999 -1.29385 0.19
H 0.74310 1.78514 -0.15194 0.25
H 1.99443 -0.76533 3.69472 0.34
H 3.22594 0.86020 0.34455 0.32
```

***

model three is preferred energetically. Next in line: 0.0063 hartree higher.

***

Model one:
A cluster of 2 separate species, C4H13N3 in total. Source: the Open Molecules 2025 dataset; level of theory: wB97M-V/def2-TZVPD.

As for the lowest unoccupied orbital energy: 0.931 eV. Its net charge is 0. The value obtained for the molar mass is 103.2 g/mol. As for the structure (SMILES): [H]/N=C(\C)N.CCN.

XYZ file:
```
20
Properties=species:S:1:pos:R:3:nbo_charge:R:1
H 2.74320 -0.84054 -1.31761 0.32
N 2.16556 -1.12715 -0.53165 -0.70
C 1.72876 -0.12122 0.19528 0.49
C 2.15414 1.31540 -0.07988 -0.69
N 1.47043 -0.42658 1.53089 -0.89
H 1.49147 1.69809 -0.85769 0.21
H 3.14294 1.34158 -0.53519 0.22
H 2.13030 1.94788 0.80599 0.23
H 2.02262 -1.17072 1.92756 0.38
H 0.48365 -0.61446 1.67209 0.38
C -2.96249 -0.65888 -0.28965 -0.63
C -1.52653 -0.46725 -0.74660 -0.20
N -0.68026 0.47440 0.27053 -0.86
H -3.34900 0.28923 0.08665 0.20
H -3.02629 -1.38475 0.51911 0.21
H -3.60282 -0.97810 -1.11222 0.22
H -1.49890 0.16191 -1.63847 0.19
H -1.06810 -1.41793 -1.00739 0.21
H -1.09018 0.55571 1.19945 0.36
H -0.72848 1.42336 -0.09120 0.36
```

***

Model two:
An isolated molecule of C4H13N3. Source: the Open Molecules 2025 dataset; level of theory: wB97M-V/def2-TZVPD.

As for the lowest unoccupied orbital energy: 1.093 eV. Its net charge is 0. The value obtained for the molar mass is 103.2 g/mol. As for the structure (SMILES): NCCNCCN.

XYZ file:
```
20
Properties=species:S:1:pos:R:3:nbo_charge:R:1
N -2.24071 -0.19244 1.22271 -0.87
C -1.24746 0.28798 2.23654 -0.22
C 0.44208 0.25837 1.63989 -0.22
N 0.63728 0.79366 0.25064 -0.67
C 1.32132 0.00307 -0.76036 -0.24
C 0.32513 0.04558 -1.92849 -0.20
N 0.66144 -0.67617 -3.08764 -0.83
H -1.87207 -0.26733 0.32016 0.37
H -2.81944 -0.91643 1.54668 0.36
H -1.55659 -0.26048 3.15264 0.18
H -1.34259 1.31926 2.59172 0.16
H 0.97383 0.75746 2.46832 0.18
H 0.55605 -0.87022 1.66054 0.20
H 0.75174 1.80793 0.19372 0.38
H 1.53120 -1.01230 -0.45594 0.20
H 2.42454 0.16489 -1.16508 0.16
H 0.03756 1.13147 -2.12581 0.18
H -0.66275 -0.40627 -1.47882 0.17
H 0.45605 -1.57449 -3.03881 0.36
H 1.62339 -0.39355 -3.24261 0.35
```

***

Model three:
An isolated molecule of C4H13N3. Source: the Open Molecules 2025 dataset; level of theory: wB97M-V/def2-TZVPD.

As for the lowest unoccupied orbital energy: 1.053 eV. Its net charge is 0. The value obtained for the molar mass is 103.2 g/mol. As for the structure (SMILES): NCC[C@H](N)CN.

XYZ file:
```
20
Properties=species:S:1:pos:R:3:nbo_charge:R:1
N -2.72818 0.90782 0.34614 -0.85
C -2.11254 -0.43325 0.58223 -0.22
C -0.63885 -0.59357 0.83249 -0.44
C 0.40267 0.04236 -0.13886 -0.06
N 0.46002 -0.77671 -1.35043 -0.85
C 1.76850 0.11186 0.43201 -0.23
N 2.74940 0.62566 -0.53588 -0.85
H -2.08266 1.66844 0.51586 0.36
H -3.15060 0.98414 -0.56806 0.36
H -2.45768 -0.95174 -0.32118 0.17
H -2.71088 -0.91988 1.37720 0.19
H -0.46289 -0.19289 1.84468 0.20
H -0.22848 -1.61448 0.71546 0.23
H 0.02640 1.03151 -0.44277 0.16
H 0.87745 -0.28464 -2.13152 0.37
H -0.50834 -0.93115 -1.62284 0.35
H 1.83354 0.62213 1.41304 0.19
H 2.10594 -0.94394 0.61366 0.19
H 3.21901 1.47388 -0.23894 0.36
H 3.50912 -0.03575 -0.61053 0.36
```

***

model three is preferred energetically. Next in line: 0.0321 hartree higher.